# 1
Below is an isolated molecule of H2N2O3S2 at a distorted geometry, with properties calculated with the ωB97M-V functional and the def2-TZVPD basis.

```
9
Properties=species:S:1:pos:R:3:forces:R:3:nbo_charge:R:1
N 0.16122 -1.26095 0.16575 1.1 -0.2 2.2 -1.209
N 0.85932 0.82085 -1.98806 -3.4 1.0 3.2 -0.882
O 0.47303 1.14397 0.55319 2.3 1.2 1.5 -0.850
O -0.69386 -0.03471 2.38299 0.0 0.5 0.0 -0.830
O -1.47680 0.32234 -0.11368 0.7 1.6 1.1 -0.851
S -0.33239 -0.07698 1.01844 -2.2 -6.6 -2.5 2.382
S -0.20888 1.29366 -0.89654 -0.1 2.5 -5.8 1.445
H -0.00729 -2.28262 0.30501 0.2 1.7 0.6 0.433
H 1.22566 0.07446 -1.42710 1.5 -1.6 -0.3 0.361
```
Forces are in eV/Å.

Properties
gap between HOMO and LUMO	10.036	eV
HOMO	-0.376	Eh
energy above the lowest of the compared OMol25 structures with the same formula, charge and spin	2.7639	eV

=====

# 2
Below is a 20-piece molecular cluster, C9H56NO20 overall at a distorted geometry, with properties calculated with the ωB97M-V functional and the def2-TZVPD basis.

```
86
Properties=species:S:1:pos:R:3:forces:R:3:mulliken_charge:R:1
C -3.23221 0.26127 1.17708 0.5 -1.0 -1.1 -1.803
C -2.17179 1.01531 0.27186 1.3 -0.8 -0.7 1.387
C -1.65196 2.20607 1.14960 0.5 0.0 -1.2 -1.122
C -0.26687 2.77675 0.63729 -0.9 -0.1 2.1 -0.618
C 0.78054 1.69971 0.49246 0.0 0.6 -2.3 -1.171
C 0.34171 0.51421 -0.47196 0.9 2.0 1.7 1.588
N -0.98485 0.05611 0.00880 0.5 -1.1 1.1 0.495
O -1.29185 -1.28076 -0.43841 -0.3 1.2 -0.2 -0.813
C 1.58253 -0.43282 -0.36171 -1.8 -1.7 0.5 -1.873
C 0.36263 1.05056 -1.91351 -1.0 -0.3 -0.2 -1.584
C -2.85253 1.48753 -1.06530 -0.8 0.0 0.7 -1.677
H -4.09078 0.81135 1.56229 0.3 0.7 -0.1 0.337
H -2.75676 -0.26526 2.00462 0.4 0.4 0.1 0.449
H -3.67977 -0.56792 0.62913 0.1 0.0 -0.4 0.336
H -1.67140 1.81474 2.16675 1.1 -0.1 0.1 0.424
H -2.40124 2.98796 1.27348 -0.2 0.3 -0.7 0.410
H 0.15173 3.47045 1.36644 -0.2 0.1 0.6 0.406
H -0.27393 3.45799 -0.21356 -0.8 -0.5 -0.6 0.194
H 1.32091 1.46469 1.40945 -0.6 -0.6 0.2 0.480
H 1.51787 2.23221 -0.10828 0.8 -0.1 -0.1 0.270
H 1.83098 -0.66459 0.67398 0.0 0.2 0.2 0.352
H 2.50238 -0.14773 -0.87229 -0.3 0.6 -0.1 0.379
H 1.24488 -1.39153 -0.75537 0.2 -0.2 -0.3 0.387
H -0.12642 2.02353 -1.96104 0.1 0.1 -0.1 0.164
H -0.26387 0.36426 -2.48324 0.0 -0.1 -0.2 0.184
H 1.34511 1.08161 -2.38453 0.1 0.1 0.1 0.461
H -3.17584 0.69492 -1.74008 0.1 -0.6 0.5 0.286
H -2.36949 2.17197 -1.76266 0.7 0.3 0.6 0.273
H -3.75499 1.98447 -0.70932 -0.4 0.2 -0.3 0.448
O -2.46977 -1.79938 -4.79613 -0.2 -0.2 -0.3 -0.694
H -2.01570 -1.14932 -5.33228 0.2 0.2 -0.2 0.312
H -2.32581 -1.51017 -3.89509 0.0 0.1 0.6 0.348
O 0.74152 5.57643 -3.91381 0.1 0.0 -0.2 -0.641
H 0.33434 6.42827 -3.75627 -0.1 0.2 0.0 0.308
H 0.64394 5.10692 -3.08539 0.0 -0.3 0.2 0.331
O 0.08224 8.64049 0.77857 0.0 0.2 0.2 -0.628
H -0.50530 8.43162 0.05234 -0.2 -0.1 -0.1 0.310
H 0.82496 8.04754 0.66453 0.2 -0.2 -0.1 0.321
O 5.61328 3.96995 1.90144 -0.1 0.2 0.1 -0.637
H 6.06185 3.17941 2.20154 0.1 -0.2 0.1 0.322
H 5.73255 3.96768 0.95170 0.0 0.0 -0.2 0.315
O 4.24103 -0.87212 -5.30708 0.0 0.1 -0.3 -0.640
H 5.07447 -0.87928 -4.83637 0.2 0.0 0.1 0.315
H 3.59996 -1.17630 -4.66463 -0.2 -0.1 0.2 0.324
O 3.79327 -5.50837 -2.79791 0.3 0.0 -0.1 -0.644
H 3.57761 -5.93645 -1.96937 -0.1 -0.1 0.3 0.315
H 2.96633 -5.48729 -3.27951 -0.3 0.1 -0.1 0.318
O -0.68229 0.64744 -7.25421 -0.1 -0.3 0.1 -0.620
H -0.22797 1.32059 -6.74755 0.2 0.1 0.2 0.320
H -0.95516 1.09372 -8.05584 -0.1 0.1 -0.2 0.308
O 2.03322 3.78299 5.17182 0.0 -0.3 0.2 -0.628
H 2.31073 3.67047 4.26266 0.1 0.0 -0.3 0.313
H 1.96664 4.73091 5.28684 -0.1 0.3 0.0 0.303
O 1.95806 -0.34757 5.04656 0.0 -0.3 0.0 -0.609
H 2.67473 0.21988 4.76262 0.2 0.1 -0.1 0.296
H 1.24173 0.25396 5.24971 -0.2 0.2 0.0 0.313
O 0.64844 -6.38617 0.12703 0.2 -0.4 0.0 -0.654
H 0.67999 -6.04699 -0.76751 -0.1 0.1 -0.3 0.309
H 0.38166 -5.63628 0.65875 -0.1 0.3 0.3 0.324
O 0.94165 7.37121 4.46444 0.2 -0.2 0.2 -0.619
H 0.77293 7.44316 3.52498 -0.1 0.0 -0.3 0.317
H 0.79267 8.25393 4.80332 0.0 0.2 0.1 0.309
O 4.22778 -5.02111 2.67501 0.3 0.2 0.1 -0.617
H 3.27754 -5.13628 2.66970 -0.4 0.1 -0.1 0.316
H 4.57743 -5.90708 2.58000 0.1 -0.2 -0.1 0.306
O -5.59208 0.28449 -5.22295 -0.3 0.1 0.0 -0.634
H -4.97165 0.94423 -5.53285 0.2 0.1 0.0 0.303
H -5.13225 -0.54779 -5.33294 0.2 -0.3 0.1 0.332
O -3.93064 -4.53972 0.89780 -0.3 -0.2 0.3 -0.647
H -3.45898 -3.71154 0.80896 0.2 0.4 -0.1 0.354
H -3.79132 -4.98603 0.06256 0.1 -0.1 -0.2 0.295
O 0.27885 -3.50224 2.56300 0.1 -0.5 0.2 -0.623
H 0.75297 -2.84019 3.06612 0.2 0.2 0.1 0.285
H -0.25156 -2.99955 1.94478 -0.2 0.4 -0.5 0.339
O -7.67075 -3.71691 1.75593 -0.3 0.2 0.0 -0.645
H -6.73661 -3.92570 1.75064 0.4 0.0 0.0 0.337
H -8.10455 -4.55324 1.58683 -0.1 -0.2 0.0 0.302
O -3.52408 -3.43092 5.24394 -0.3 -0.1 0.1 -0.628
H -2.96443 -3.25163 4.48837 0.2 0.0 -0.3 0.321
H -2.98580 -3.20083 6.00127 0.1 0.1 0.2 0.308
O 0.06168 -4.41971 -3.26526 0.3 -0.4 0.0 -0.600
H -0.33953 -3.74846 -2.71328 -0.1 0.4 0.3 0.329
H -0.26569 -4.23390 -4.14534 -0.1 0.1 -0.2 0.290
O 6.84953 -2.28215 3.55790 0.2 0.3 0.0 -0.655
H 6.09792 -2.76006 3.20730 -0.3 -0.2 -0.2 0.334
H 7.12328 -2.79156 4.32066 0.0 -0.1 0.2 0.311
```
Forces are in eV/Å.

Properties
gap between HOMO and LUMO	3.799	eV
HOMO	-0.090	Eh
net charge	-1
energy above the lowest of the compared OMol25 structures with the same formula, charge and spin	5.0987	eV

=====

Question: Which of these has the lowest energy above the lowest of the compared OMol25 structures with the same formula, charge and spin?
Answer: H2N2O3S2

=====

Please write out number 1 again, unchanged.
Below is an isolated molecule of H2N2O3S2 at a distorted geometry, with properties calculated with the ωB97M-V functional and the def2-TZVPD basis.

```
9
Properties=species:S:1:pos:R:3:forces:R:3:nbo_charge:R:1
N 0.16122 -1.26095 0.16575 1.1 -0.2 2.2 -1.209
N 0.85932 0.82085 -1.98806 -3.4 1.0 3.2 -0.882
O 0.47303 1.14397 0.55319 2.3 1.2 1.5 -0.850
O -0.69386 -0.03471 2.38299 0.0 0.5 0.0 -0.830
O -1.47680 0.32234 -0.11368 0.7 1.6 1.1 -0.851
S -0.33239 -0.07698 1.01844 -2.2 -6.6 -2.5 2.382
S -0.20888 1.29366 -0.89654 -0.1 2.5 -5.8 1.445
H -0.00729 -2.28262 0.30501 0.2 1.7 0.6 0.433
H 1.22566 0.07446 -1.42710 1.5 -1.6 -0.3 0.361
```
Forces are in eV/Å.

Properties
gap between HOMO and LUMO	10.036	eV
HOMO	-0.376	Eh
energy above the lowest of the compared OMol25 structures with the same formula, charge and spin	2.7639	eV

=====

Question: What is the HOMO in the first record?
Answer: -0.376 Eh

=====

Question: Look up the energy above the lowest of the compared OMol25 structures with the same formula, charge and spin of the second one.
Answer: 5.0987 eV